DFT (the ωB97M-V functional and the def2-TZVPD basis) results for 5 unconnected molecules or ions with the total composition C28H50N9O10S2.

The geometry in XYZ format:
```
99
C28H50N9O10S2 | the Open Molecules 2025 dataset | the ωB97M-V functional and the def2-TZVPD basis
C -3.524 1.416 -1.957
C -4.193 2.562 -1.183
C -3.213 3.263 -0.210
O -1.930 2.645 -0.150
C -1.854 1.685 0.809
O -2.829 1.136 1.265
C -0.408 1.364 1.190
S -0.289 0.646 2.850
C 0.936 -0.761 2.739
C 2.312 -0.066 2.575
C 3.535 -0.954 2.700
O 3.559 -2.070 3.173
C 4.848 -0.345 2.221
C 5.387 -0.783 1.039
C 6.582 -0.307 0.567
C 7.250 0.636 1.316
C 6.726 1.093 2.495
C 5.527 0.605 2.951
C 0.499 -1.600 1.494
C 0.683 -3.137 1.565
C -0.517 -3.766 0.766
C 1.938 -3.549 0.760
N 0.647 -3.730 2.918
O 1.731 -4.321 3.271
C 0.063 -2.853 3.951
C -1.487 -2.715 3.791
C 0.260 -3.597 5.307
C 0.763 -1.492 4.106
O -4.607 3.558 -2.165
C -5.912 3.399 -2.557
O -6.758 4.155 -2.130
C -6.323 2.327 -3.548
S -5.542 2.516 -5.190
H -4.151 1.030 -2.758
H -3.211 0.619 -1.279
H -2.619 1.825 -2.418
H -5.076 2.221 -0.633
H -3.070 4.262 -0.632
H -3.664 3.417 0.771
H 0.107 2.328 1.209
H -0.013 0.730 0.391
H 2.323 0.457 1.610
H 2.340 0.737 3.323
H 4.883 -1.551 0.455
H 7.018 -0.676 -0.353
H 8.214 1.018 0.994
H 7.254 1.824 3.094
H 5.099 0.925 3.897
H -0.542 -1.361 1.262
H 1.082 -1.241 0.637
H -0.369 -3.644 -0.306
H -1.445 -3.297 1.103
H -0.589 -4.824 1.039
H 2.809 -2.936 0.988
H 1.680 -3.334 -0.285
H 2.121 -4.621 0.812
H -1.731 -1.840 3.184
H -1.916 -2.668 4.790
H -1.839 -3.636 3.320
H -0.408 -3.220 6.082
H 1.295 -3.473 5.639
H 0.134 -4.675 5.172
H 1.699 -1.556 4.659
H 0.094 -0.891 4.740
H -7.394 2.390 -3.727
H -6.111 1.314 -3.197
H -4.237 2.815 -5.021
C -1.065 -8.250 4.210
O -2.006 -8.017 3.473
N -1.082 -9.271 5.123
N 0.086 -7.514 4.188
H -0.319 -9.480 5.738
H -1.912 -9.831 5.166
H 0.134 -6.755 3.531
H 0.872 -7.687 4.784
C -1.987 0.374 -6.528
O -2.362 0.185 -5.383
N -0.667 0.336 -6.883
N -2.855 0.639 -7.549
H -0.338 0.489 -7.817
H -0.003 0.144 -6.157
H -3.832 0.674 -7.321
H -2.570 0.798 -8.496
C 8.132 4.316 0.932
O 7.967 4.072 2.113
N 9.375 4.399 0.365
N 7.089 4.524 0.073
H 9.533 4.598 -0.604
H 10.163 4.251 0.968
H 6.164 4.468 0.456
H 7.202 4.725 -0.902
C -5.787 6.274 -7.571
O -4.892 5.637 -8.100
N -6.581 5.751 -6.592
N -6.068 7.569 -7.917
H -7.321 6.259 -6.146
H -6.400 4.802 -6.313
H -5.502 7.984 -8.634
H -6.797 8.111 -7.497
```

2S+1: 2
largest force on an atom: 2.70 eV/Å
expectation value of S²: 0.75
highest occupied orbital energy (alpha / beta): -0.303 / -0.325 Ha



DFT (the ωB97M-V functional and the def2-TZVPD basis) results for a molecular structure, C18H41BBeF4InNNaO7.

The geometry in XYZ format:
```
75
C18H41BBeF4InNNaO7 | the Open Molecules 2025 dataset | the ωB97M-V functional and the def2-TZVPD basis
C -3.719 0.837 2.890
C -3.022 0.630 1.544
C -1.649 1.315 1.533
C -1.073 1.408 0.109
C -0.055 2.548 -0.127
In 1.113 3.208 1.596
B 2.884 1.560 1.762
O 2.559 0.330 1.383
N 4.127 2.021 2.191
C 5.165 1.757 1.182
C 4.426 1.384 3.491
C 1.770 5.290 1.214
F 0.835 5.848 0.342
F 2.995 5.408 0.595
C 1.792 6.211 2.433
F 2.917 5.966 3.157
F 0.708 5.922 3.213
H -3.859 1.910 3.089
H -3.076 0.475 3.705
H -4.683 0.321 2.952
H -2.902 -0.445 1.344
H -3.611 1.096 0.739
H -1.777 2.332 1.944
H -0.949 0.782 2.198
H -1.942 1.524 -0.568
H -0.617 0.451 -0.181
H 0.639 2.193 -0.898
H -0.598 3.410 -0.492
H 0.329 3.053 3.115
H 1.672 -0.009 1.597
H 6.160 2.061 1.578
H 5.205 0.660 0.967
H 5.013 2.295 0.240
H 4.716 0.333 3.323
H 3.550 1.413 4.150
H 5.247 1.919 3.979
H 1.754 7.275 2.160
Be 7.440 0.578 1.024
C -4.120 -4.222 -0.678
C -3.064 -3.313 -0.077
O -2.997 -3.349 1.342
C -2.695 -4.616 1.914
C -1.359 -5.192 1.482
H -5.106 -3.987 -0.272
H -4.148 -4.092 -1.762
H -3.917 -5.275 -0.479
H -3.294 -2.273 -0.318
H -2.082 -3.527 -0.515
H -3.500 -5.330 1.711
H -2.693 -4.439 2.990
H -1.327 -5.405 0.413
H -1.175 -6.129 2.010
H -0.548 -4.499 1.713
C -0.655 0.273 -3.050
O -1.311 -0.828 -2.485
C -2.345 -1.373 -3.299
C -1.710 -2.551 -4.042
O -0.664 -2.051 -4.854
C 0.610 -2.090 -4.186
H 0.321 0.359 -2.567
H -0.504 0.176 -4.122
H -1.188 1.212 -2.814
H -2.720 -0.629 -4.009
H -3.173 -1.690 -2.662
H -2.440 -3.070 -4.666
H -1.320 -3.262 -3.303
H 1.074 -3.077 -4.133
H 0.496 -1.708 -3.183
H 1.265 -1.420 -4.740
C 3.260 -0.533 -2.677
O 2.342 0.337 -2.665
O 4.531 -0.099 -2.851
O 3.093 -1.752 -2.526
H 4.486 0.855 -2.957
Na -0.904 3.299 -2.156
```

largest force on an atom: 2.30 eV/Å
total charge: +1
highest occupied orbital energy: -0.373 Ha



DFT (the ωB97M-V functional and the def2-TZVPD basis) results for 10 unconnected molecules or ions with the total composition C40H100N10O5.

The geometry in XYZ format:
```
155
C40H100N10O5 | the Open Molecules 2025 dataset | the ωB97M-V functional and the def2-TZVPD basis
C 5.371 30.456 16.588
C 3.890 30.526 16.310
N 3.845 30.582 14.836
C 3.863 29.219 14.286
C 4.860 29.255 13.185
C 2.645 31.454 14.475
C 2.608 31.698 12.936
H 5.951 29.653 16.133
H 5.682 30.353 17.628
H 5.812 31.363 16.174
H 3.204 29.801 16.747
H 3.519 31.457 16.739
H 4.189 28.515 15.052
H 2.868 28.937 13.940
H 4.864 28.292 12.674
H 4.502 29.808 12.318
H 5.868 29.546 13.480
H 2.664 32.441 14.937
H 1.822 30.808 14.779
H 2.483 30.786 12.353
H 3.539 32.149 12.592
H 1.748 32.341 12.750
C 9.712 27.922 7.243
C 10.212 27.356 8.581
N 11.588 26.899 8.371
C 12.577 27.987 8.487
C 13.975 27.731 7.878
C 11.870 25.753 9.286
C 11.258 24.427 8.695
H 8.625 27.917 7.164
H 10.075 27.491 6.310
H 9.975 28.971 7.107
H 10.141 28.054 9.415
H 9.558 26.514 8.812
H 12.130 28.862 8.016
H 12.841 28.274 9.505
H 13.879 27.492 6.819
H 14.642 28.588 7.794
H 14.557 26.871 8.209
H 11.391 26.064 10.215
H 12.940 25.607 9.435
H 11.855 24.059 7.860
H 10.231 24.472 8.333
H 11.289 23.616 9.422
C 7.402 36.129 14.586
C 6.326 35.524 13.729
N 7.088 34.602 12.805
C 6.861 35.116 11.451
C 5.418 35.288 11.017
C 6.632 33.240 13.064
C 7.529 32.255 12.337
H 6.940 36.891 15.213
H 8.158 36.521 13.906
H 7.861 35.438 15.294
H 5.664 34.950 14.377
H 5.738 36.253 13.170
H 7.154 36.151 11.275
H 7.353 34.419 10.772
H 5.521 34.971 9.979
H 4.808 34.554 11.542
H 4.892 36.243 11.023
H 5.620 33.073 12.693
H 6.587 33.155 14.150
H 7.141 31.241 12.239
H 8.394 32.008 12.952
H 7.836 32.522 11.326
C 13.630 25.982 12.340
C 15.148 25.921 12.758
N 16.069 26.369 11.610
C 16.271 25.279 10.664
C 17.251 24.151 11.169
C 15.583 27.636 10.946
C 16.563 28.205 9.887
H 13.461 25.349 11.468
H 13.248 26.990 12.174
H 13.053 25.472 13.111
H 15.268 26.710 13.501
H 15.306 24.949 13.224
H 16.731 25.602 9.731
H 15.322 24.813 10.396
H 17.627 23.587 10.315
H 16.791 23.438 11.852
H 18.158 24.471 11.683
H 14.535 27.586 10.651
H 15.430 28.383 11.725
H 16.814 27.534 9.065
H 16.326 29.174 9.448
H 17.494 28.469 10.388
C 8.894 31.259 16.092
C 10.216 31.913 16.541
N 10.251 32.387 17.989
C 9.504 33.648 18.270
C 9.976 34.905 17.338
C 9.909 31.261 18.891
C 10.484 31.514 20.267
H 8.080 31.984 16.093
H 8.574 30.534 16.840
H 9.030 30.767 15.129
H 11.110 31.292 16.591
H 10.448 32.736 15.866
H 8.420 33.548 18.205
H 9.707 33.939 19.301
H 11.013 35.056 17.039
H 9.383 34.770 16.434
H 9.686 35.766 17.942
H 10.298 30.296 18.567
H 8.842 31.094 19.037
H 10.165 30.725 20.948
H 10.239 32.515 20.620
H 11.562 31.630 20.152
O 10.206 27.655 15.707
C 11.216 27.543 16.317
N 11.911 28.657 16.670
C 11.651 26.190 16.844
H 12.868 28.596 16.986
H 11.515 29.550 16.411
H 12.578 25.845 16.386
H 11.004 25.468 16.345
H 11.449 26.235 17.914
O 6.758 29.561 9.193
C 6.059 28.814 8.478
N 5.301 29.186 7.482
C 5.896 27.326 8.825
H 4.549 28.629 7.104
H 5.592 30.113 7.205
H 6.232 26.784 7.941
H 4.875 26.984 8.997
H 6.626 27.032 9.579
O 13.445 33.290 10.162
C 12.607 32.456 10.497
N 12.888 31.612 11.475
C 11.402 32.353 9.637
H 12.312 30.794 11.616
H 13.698 31.751 12.062
H 10.452 31.996 10.035
H 11.656 31.724 8.784
H 11.240 33.304 9.129
O 7.791 24.628 10.049
C 7.573 24.488 11.290
N 6.365 24.218 11.761
C 8.724 24.472 12.281
H 5.775 23.815 11.048
H 6.228 24.119 12.757
H 8.383 24.419 13.314
H 9.438 25.228 11.954
H 9.229 23.530 12.067
O 10.893 29.488 11.144
C 10.194 29.078 12.118
N 10.734 28.831 13.305
C 8.732 28.717 12.107
H 11.735 28.799 13.174
H 10.092 28.724 14.078
H 8.647 27.844 12.754
H 8.208 28.489 11.178
H 8.054 29.503 12.442
```

2S+1: 2
largest force on an atom: 5.02 eV/Å
total charge: -1
expectation value of S²: 0.75
highest occupied orbital energy (alpha / beta): 0.015 / -0.215 Ha



DFT (the ωB97M-V functional and the def2-TZVPD basis) results for 2 unconnected molecules or ions with the total composition C4H10N4.

The geometry in XYZ format:
```
18
C4H10N4 | the Open Molecules 2025 dataset | the ωB97M-V functional and the def2-TZVPD basis
C -0.076 -0.364 1.759
C 0.296 0.522 -0.523
C 0.546 -0.479 0.578
N 1.168 0.288 -1.640
N 0.339 1.918 -0.116
N 1.299 -1.596 0.241
C -2.660 -0.440 -0.353
N -2.494 -1.048 0.613
H 2.080 0.712 -1.494
H 0.802 0.680 -2.497
H 1.226 2.126 0.333
H -0.392 2.126 0.554
H 1.031 -2.447 0.713
H 1.444 -1.755 -0.748
H -0.606 0.526 2.041
H -0.008 -1.139 2.503
H -3.175 0.053 -1.141
H -0.821 0.316 -0.821
```

largest force on an atom: 2.23 eV/Å
SMILES string: C=C(N)C(N)N.C#N
energy above the lowest of the compared OMol25 structures with the same formula, charge and spin: 2.035 eV
highest occupied orbital energy: -0.285 Ha



DFT (the ωB97M-V functional and the def2-TZVPD basis) results for 14 unconnected molecules or ions with the total composition C6H37NO14.

The geometry in XYZ format:
```
58
C6H37NO14 | the Open Molecules 2025 dataset | the ωB97M-V functional and the def2-TZVPD basis
C 3.399 -2.341 -1.985
C 2.208 -1.563 -1.739
N 1.997 -1.163 -0.385
C 0.787 -0.293 -0.225
C -0.299 -1.300 0.214
C 0.406 -2.607 0.704
C 1.917 -2.384 0.601
O 1.590 -1.094 -2.659
H 4.225 -1.755 -2.430
H 3.757 -2.994 -1.124
H 2.932 -2.993 -2.721
H 1.046 0.452 0.570
H 0.498 0.168 -1.234
H -1.148 -0.769 0.886
H -1.054 -1.703 -0.588
H 0.096 -2.986 1.724
H 0.175 -3.484 0.022
H 2.380 -1.950 1.581
H 2.448 -3.143 0.109
H -0.799 -0.942 -3.592
H -0.271 -1.260 -2.268
O -0.939 -1.396 -2.872
H -4.136 0.927 1.720
H -3.950 1.781 0.510
O -4.689 1.543 1.110
H -0.871 -1.225 4.954
H -0.942 -1.082 3.400
O -0.234 -1.119 4.087
H 0.784 4.772 -0.876
H -0.475 3.889 -0.679
O -0.151 4.786 -0.878
H -2.315 2.029 -0.987
H -2.180 2.847 0.265
O -2.195 1.971 -0.012
H -2.553 0.304 3.750
H -2.076 0.553 2.346
O -2.816 0.156 2.880
H 2.134 0.395 4.075
H 0.880 0.382 3.213
O 1.861 0.416 3.144
H -1.894 1.960 -3.425
H -2.450 3.329 -2.851
O -2.042 2.597 -2.699
H 0.102 2.368 2.232
H -1.141 1.923 1.385
O -0.574 1.825 2.114
H -2.425 -0.398 -3.367
H -3.603 0.543 -3.371
O -2.708 0.342 -3.902
H 4.295 0.744 -0.838
H 3.290 1.309 -0.036
O 4.203 1.318 -0.074
H -0.488 -4.297 -2.644
H -1.429 -3.214 -2.504
O -1.411 -4.136 -2.227
H 1.848 1.964 2.652
H 2.970 3.040 2.449
O 2.029 2.959 2.496
```

largest force on an atom: 8.83 eV/Å
energy above the lowest of the compared OMol25 structures with the same formula, charge and spin: 4.989 eV
highest occupied orbital energy: -0.366 Ha



DFT (the ωB97M-V functional and the def2-TZVPD basis) results for 7 unconnected molecules or ions with the total composition H14O7.

The geometry in XYZ format:
```
21
H14O7 | the Open Molecules 2025 dataset | the ωB97M-V functional and the def2-TZVPD basis
O -1.429 -0.315 -2.604
H -1.437 -1.258 -2.435
H -1.270 0.081 -1.747
O 2.039 -1.551 -0.467
H 1.989 -1.997 -1.313
H 2.348 -2.223 0.140
O 3.419 0.334 -2.067
H 3.545 1.222 -1.731
H 3.003 -0.138 -1.345
O -2.666 -0.964 2.045
H -2.818 -0.673 1.146
H -2.643 -1.920 1.987
O -0.272 0.049 -0.049
H -0.248 -0.052 0.903
H 0.536 -0.364 -0.354
O 0.434 2.558 -1.208
H 0.102 1.856 -0.649
H 0.616 3.280 -0.606
O -1.415 0.887 3.396
H -1.793 0.202 2.844
H -2.040 0.988 4.114
```

largest force on an atom: 1.00 eV/Å
SMILES string: O.O.O.O.O.O.O
energy above the lowest of the compared OMol25 structures with the same formula, charge and spin: 1.556 eV
highest occupied orbital energy: -0.398 Ha



DFT (the ωB97M-V functional and the def2-TZVPD basis) results for a molecular structure, C14H28MnOP2.

The geometry in XYZ format:
```
46
C14H28MnOP2 | the Open Molecules 2025 dataset | the ωB97M-V functional and the def2-TZVPD basis
Mn 0.502 0.056 -1.139
H -0.858 -0.842 -0.948
H -0.510 0.630 0.782
P -0.031 -2.166 -1.506
P 0.044 2.278 -1.840
C 1.434 3.203 -1.088
H 1.408 4.252 -1.430
H 1.377 3.198 0.011
H 2.396 2.758 -1.378
C 0.099 2.709 -3.611
H -0.738 2.210 -4.113
H 0.032 3.791 -3.776
H 1.029 2.323 -4.044
C -1.470 3.068 -1.185
H -1.481 3.075 -0.088
H -1.529 4.105 -1.548
H -2.355 2.518 -1.529
C 0.158 -2.493 -3.295
H 0.078 -3.562 -3.529
H -0.619 -1.956 -3.853
H 1.136 -2.133 -3.643
C 1.250 -3.173 -0.680
H 1.144 -3.111 0.411
H 1.180 -4.229 -0.976
H 2.254 -2.809 -0.935
C -1.574 -3.069 -1.093
H -2.418 -2.600 -1.613
H -1.510 -4.123 -1.396
H -1.759 -3.011 -0.014
C 2.147 -0.061 -0.478
O 3.208 -0.164 0.026
H -0.499 0.818 -2.224
C -0.376 1.244 1.704
C -0.302 0.358 2.913
C -0.335 -1.043 2.794
C -0.254 -1.854 3.927
C -0.176 -1.271 5.197
C -0.141 0.125 5.323
C -0.193 0.930 4.187
H 0.548 1.830 1.608
H -1.216 1.953 1.771
H -0.447 -1.499 1.808
H -0.254 -2.940 3.813
H -0.135 -1.911 6.077
H -0.075 0.570 6.318
H -0.169 2.019 4.281
```

2S+1: 4
largest force on an atom: 9.65 eV/Å
total charge: +2
expectation value of S²: 3.87
energy above the lowest of the compared OMol25 structures with the same formula, charge and spin: 0.000 eV
highest occupied orbital energy (alpha / beta): -0.519 / -0.519 Ha



DFT (the ωB97M-V functional and the def2-TZVPD basis) results for a molecular structure, C11H12N.

The geometry in XYZ format:
```
24
C11H12N | the Open Molecules 2025 dataset | the ωB97M-V functional and the def2-TZVPD basis
C 0.155 -0.460 -0.481
C -1.004 -1.053 -0.874
C -1.152 0.282 1.244
C 0.051 2.283 0.940
C 1.177 1.094 0.526
C 1.071 0.590 -0.790
C 0.436 -0.240 0.915
C -2.114 -1.420 -0.555
C 1.708 1.019 -2.102
C 1.013 -1.235 1.804
C -3.380 -2.088 -0.774
N -1.054 1.507 1.269
H 0.490 2.926 1.748
H -0.168 3.130 0.261
H 2.188 1.398 0.982
H 2.185 1.991 -2.043
H 1.006 0.992 -2.912
H 2.543 0.369 -2.530
H 0.673 -1.291 2.816
H 2.087 -0.906 1.857
H 1.039 -2.208 1.305
H -3.851 -1.454 -1.464
H -3.963 -2.064 0.126
H -3.193 -3.194 -1.117
```

largest force on an atom: 4.87 eV/Å
total charge: +1
energy above the lowest of the compared OMol25 structures with the same formula, charge and spin: 7.247 eV
highest occupied orbital energy (alpha / beta): -0.487 / -0.487 Ha



> The highest largest force on an atom belongs to which entry?

C14H28MnOP2